The following is a quantum chemistry calculation of C19H27BNO2PSn as an isolated structure at a distorted geometry, from OMol25.

Last column: Löwdin charge in e.
Cartesian coordinates (Å):
C1 0.6290 3.0092 -3.1483  -0.083
C2 -0.6272 2.4829 -2.8773  -0.049
C3 -0.7807 1.4320 -1.9526  -0.292
C4 0.3472 0.8895 -1.3512  -0.279
C5 1.6123 1.4170 -1.6149  -0.328
C6 1.7476 2.4882 -2.5050  -0.057
C7 -2.1837 1.0548 -1.5712  -0.142
C8 -2.6305 -0.4142 -1.3316  -0.285
N1 -2.4254 -1.3670 -2.3635  -0.291
Sn1 0.0439 -0.6506 0.2277  0.961
C9 2.8506 0.8430 -0.9564  -0.312
P1 2.5596 -0.9132 -0.4805  0.723
H1 -1.5053 2.8889 -3.3822  0.110
H2 2.7432 2.8899 -2.6926  0.108
H3 0.7436 3.8300 -3.8510  0.100
H4 3.1402 1.3878 -0.0393  0.102
H5 3.6995 0.7987 -1.6563  0.089
H6 -2.4690 1.5971 -0.6517  0.126
H7 -2.8433 1.4175 -2.3728  0.116
H8 -2.2957 -0.8114 -0.3355  0.021
C10 3.9466 -1.6118 0.4540  -0.266
C11 2.6052 -1.7142 -2.1166  -0.248
H9 -3.7297 -0.3499 -1.1852  0.122
C12 -1.4041 -1.3198 -3.3694  -0.087
C13 -3.0902 -2.6336 -2.1993  -0.094
H10 0.4963 -2.3391 2.8273  0.020
H11 -1.7373 -1.9717 -4.1952  0.084
H12 -1.2466 -0.3039 -3.7577  0.086
H13 -0.4356 -1.7182 -3.0027  0.064
H14 -3.2628 -3.0754 -3.1894  0.079
H15 -2.4832 -3.3411 -1.6070  0.084
H16 -4.0497 -2.4808 -1.6861  0.084
H17 3.6431 -1.6886 -2.4882  0.055
H18 2.2509 -2.7512 -2.0163  0.051
H19 1.9512 -1.1908 -2.8281  0.045
H20 4.8922 -1.5174 -0.1012  0.048
H21 4.0434 -1.1182 1.4310  0.048
H22 3.7399 -2.6770 0.6413  0.051
H23 -0.0220 -2.7722 2.4900  0.016
O1 -1.8170 0.3418 2.6696  0.075
B1 -0.7455 0.8248 1.8468  -0.562
O2 -0.0776 1.8656 2.5370  0.107
C14 -0.4769 1.7441 3.8375  -0.225
C15 0.2700 2.0507 4.9490  -0.007
C16 0.2089 1.1440 6.0112  -0.091
C17 -0.8087 0.1968 6.0764  -0.089
C18 -1.8073 0.1586 5.0961  -0.001
C19 -1.5285 0.8095 3.9155  -0.229
H24 0.9188 2.9193 4.9630  0.117
H25 0.9566 1.1988 6.7997  0.102
H26 -0.8425 -0.5184 6.8990  0.104
H27 -2.7141 -0.4306 5.2039  0.119

Values from the calculation:
Frontier orbital gap   6.915 eV
HOMO   -6.4 eV
Charge   0
Electronic energy   -41520.6906 eV


The following is a quantum chemistry calculation of one molecule with the formula C19H27Br2F3N2O5 at a distorted geometry, from OMol25.

Last column: Löwdin charge in e.
Cartesian coordinates (Å):
C1 -1.9179 -2.7943 3.3632  0.097
C2 -1.1790 -2.2618 2.5780  -0.046
C3 -0.2625 -1.9560 1.3379  -0.290
C4 0.1193 -3.2422 0.4993  -0.116
C5 -0.8616 -4.4689 0.6454  -0.193
C6 -2.2620 -4.3073 -0.0641  -0.717
F1 -3.2750 -3.8486 0.7830  -0.022
Br1 -2.8241 -6.1624 -0.5839  0.751
C7 -2.2488 -3.4744 -1.4095  -0.805
F2 -2.1080 -2.1110 -1.2245  0.029
F3 -3.5167 -3.6379 -1.9921  -0.046
Br2 -0.9825 -4.1894 -2.7631  0.792
O1 0.9602 -1.4114 1.8628  -0.154
C8 0.9429 0.0204 1.8988  -0.112
C9 1.3636 0.7158 0.5538  -0.259
O2 1.2310 2.1371 0.7822  -0.068
C10 0.1202 2.6696 0.0632  -0.364
C11 0.3830 4.2562 -0.0285  -0.056
C12 0.7582 4.7222 -1.4830  -0.236
O3 0.2424 5.6819 -2.0190  0.028
N1 -1.1890 2.4148 0.6960  -0.020
C13 -2.3090 2.8740 -0.2068  -0.206
C14 -3.3285 1.6714 -0.4307  -0.215
C15 -3.3262 1.1621 -1.9354  -0.113
N2 2.8013 0.5154 0.1935  0.062
C16 3.0587 -0.8279 -0.3321  -0.394
C17 3.7087 -1.9582 0.5765  0.006
O4 2.8176 -1.1555 -1.4747  0.106
C18 3.1091 1.5311 -0.8499  -0.389
C19 4.3450 2.5029 -0.7246  0.013
O5 2.4087 1.6882 -1.8256  0.090
H1 -2.5663 -3.3077 4.1039  0.062
H2 -0.8194 -1.1845 0.7283  0.138
H3 0.2841 -2.9106 -0.5599  0.087
H4 1.1279 -3.5846 0.8815  0.122
H5 -0.3530 -5.3422 0.1354  0.094
H6 -1.0261 -4.8043 1.7068  0.127
H7 -0.0523 0.3968 2.2710  0.135
H8 1.7091 0.3298 2.6759  0.150
H9 0.7120 0.3491 -0.2892  0.167
H10 0.0358 2.2741 -0.9963  0.151
H11 1.2178 4.4936 0.7039  0.131
H12 -0.4993 4.8633 0.3073  0.116
H13 1.5037 4.1175 -2.0832  0.125
H14 -1.2630 2.9991 1.5367  0.114
H15 -2.8150 3.7545 0.2961  0.119
H16 -1.9108 3.2871 -1.1849  0.116
H17 -3.0337 0.8039 0.2262  0.095
H18 -4.3481 2.0418 -0.1319  0.100
H19 -2.4102 1.5100 -2.5037  0.074
H20 -4.2185 1.5697 -2.4806  0.070
H21 -3.3737 0.0407 -1.9348  0.052
H22 3.1332 -2.9031 0.3613  0.070
H23 4.7935 -2.1172 0.3471  0.089
H24 3.5019 -1.7161 1.6571  0.079
H25 4.5684 2.8833 -1.7663  0.092
H26 4.0428 3.4027 -0.1245  0.088
H27 5.2800 1.9975 -0.3692  0.082

Values from the calculation:
Frontier orbital gap   9.581 eV
HOMO   -9.3 eV
Charge   0
Electronic energy   -181590.5025 eV
SMILES   C#C[C@H](CC[C@](F)(Br)C(F)(F)Br)OC[C@@H](O[C@H](CC=O)NCCC)N(C(C)=O)C(C)=O


The following is a quantum chemistry calculation of one molecule with the formula C19H27ClN2O2S, from OMol25.

Last column: Löwdin charge in e.
Cartesian coordinates (Å):
C1 0.2266 1.8169 -5.2203  -0.039
H1 1.0088 1.8626 -4.4665  0.072
H2 0.6028 2.2433 -6.1456  0.081
H3 -0.6200 2.4046 -4.8752  0.084
C2 -0.2110 0.3722 -5.4450  -0.451
C3 -1.2991 0.2941 -6.5173  -0.040
H4 -1.6177 -0.7338 -6.6742  0.070
H5 -2.1615 0.8800 -6.2089  0.085
H6 -0.9212 0.6848 -7.4579  0.081
O1 -0.6835 -0.1130 -4.1926  -0.158
C4 -0.6570 -1.5139 -4.0170  -0.207
C5 0.7411 -2.0841 -3.7263  -0.158
H7 0.6109 -3.0589 -3.2563  0.090
H8 1.3050 -2.2257 -4.6490  0.106
C6 1.5509 -1.1698 -2.7935  -0.229
N1 0.7565 -0.6052 -1.7279  -0.005
C7 0.4106 -1.3377 -0.6382  -0.794
N2 -0.4786 -0.7800 0.2144  -0.120
C8 -0.9527 -1.4816 1.3818  -0.191
C9 -0.4033 -0.8486 2.6637  -0.101
H9 -1.0251 -1.1629 3.5039  0.130
H10 0.6074 -1.2139 2.8433  0.113
C10 -0.3984 0.6922 2.5435  -0.238
C11 -0.7729 1.3031 3.8826  -0.330
O2 -1.7989 1.9290 4.0321  0.107
C12 0.1482 1.0547 5.0219  -0.145
C13 1.4765 0.6563 4.8794  -0.018
C14 2.2711 0.4519 5.9908  -0.092
C15 1.7417 0.6410 7.2595  -0.670
C16 0.4242 1.0447 7.4245  -0.090
C17 -0.3584 1.2530 6.3081  -0.003
H11 -1.3851 1.5717 6.4097  0.121
H12 0.0241 1.1938 8.4149  0.107
Cl1 2.7348 0.3784 8.6438  0.687
H13 3.2998 0.1475 5.8783  0.107
H14 1.9128 0.5195 3.9030  0.112
C18 -1.3730 1.1344 1.4520  -0.133
H15 -2.3739 0.7764 1.6923  0.123
H16 -1.4197 2.2233 1.4153  0.127
C19 -0.8993 0.6047 0.0996  -0.143
H17 -0.0441 1.2036 -0.2333  0.127
H18 -1.7022 0.7045 -0.6450  0.131
H19 0.6023 1.0364 2.2648  0.148
H20 -0.6250 -2.5201 1.3072  0.054
H21 -2.0470 -1.4595 1.3803  0.129
S1 1.0967 -2.8215 -0.3435  0.674
H22 0.0862 0.0720 -2.0673  0.110
H23 2.3684 -1.7390 -2.3469  0.082
H24 1.9656 -0.3312 -3.3577  0.113
H25 -1.3092 -1.6955 -3.1573  0.125
H26 -1.0908 -2.0307 -4.8817  0.118
H27 0.6557 -0.2238 -5.7661  0.140

Values from the calculation:
Frontier orbital gap   8.059 eV
HOMO   -8.0 eV
Charge   0
ΔE to the lowest compared entry with this formula, charge and spin   0.0 kcal per mole
Electronic energy   -50574.7907 eV
SMILES   CC(C)OCCCNC(=S)N1CCC(C(=O)c2ccc(Cl)cc2)CC1


The following is a quantum chemistry calculation of C19H27F4MgNSSi2 as an isolated structure, from OMol25.

Last column: Löwdin charge in e.
Cartesian coordinates (Å):
Mg1 0.3787 -0.3028 0.1344  0.413
F1 -4.5089 2.2676 2.6395  0.104
C1 -3.7487 3.2610 2.1455  -0.602
F2 -4.3368 3.6880 1.0131  0.103
F3 -3.9005 4.2964 3.0314  0.068
C2 -2.3020 2.8954 1.9757  -0.152
C3 -1.3625 3.6085 2.6874  -0.045
C4 -0.0109 3.3141 2.5641  -0.085
C5 0.3215 2.2824 1.7098  -0.158
N1 -0.5654 1.5774 1.0139  -0.025
C6 -1.9058 1.8348 1.0968  -0.760
S1 -2.9774 0.8668 0.1974  0.520
H1 -1.6850 4.4035 3.3462  0.106
H2 0.7486 3.8578 3.1079  0.085
H3 1.3568 1.9920 1.5558  0.098
F4 5.2565 2.8669 -2.5726  -0.017
C7 4.2449 2.1832 -1.9355  -0.318
C8 2.9376 2.4558 -2.2731  -0.058
C9 1.9293 1.7477 -1.6164  -0.152
C10 2.1674 0.7705 -0.6300  -0.212
C11 3.5276 0.5620 -0.3499  -0.148
C12 4.5705 1.2474 -0.9812  -0.062
H4 2.7216 3.1993 -3.0325  0.097
H5 0.9037 1.9805 -1.8988  0.086
H6 3.8097 -0.1738 0.4014  0.065
H7 5.6124 1.0614 -0.7442  0.095
C13 -1.7331 -3.1637 -1.7022  -0.283
Si1 -0.3831 -1.8183 -1.8979  0.422
C14 1.1080 -2.8426 -2.5616  -0.288
C15 -0.9581 -0.9503 -3.5042  -0.291
H8 -1.8491 -3.7499 -2.6245  0.003
H9 -2.6967 -2.7032 -1.4612  0.003
H10 -1.4892 -3.8526 -0.8875  -0.013
H11 0.8261 -3.4588 -3.4277  0.001
H12 1.5192 -3.5072 -1.7944  -0.013
H13 1.9163 -2.1695 -2.8681  0.002
H14 -1.1320 -1.6828 -4.3050  0.001
H15 -0.2040 -0.2356 -3.8511  -0.001
H16 -1.8844 -0.3922 -3.3358  0.001
C16 3.1644 -2.7568 1.9639  -0.205
Si2 1.3359 -2.8538 2.4237  0.319
C17 1.3414 -3.4964 4.2111  -0.221
C18 0.5720 -4.2447 1.4145  -0.194
C19 0.5044 -1.2841 2.1387  -0.345
H17 3.7013 -3.6740 2.2303  0.011
H18 3.6352 -1.9198 2.4915  0.018
H19 3.2899 -2.5783 0.8922  0.015
H20 1.8935 -4.4402 4.2962  0.005
H21 0.3211 -3.6618 4.5704  0.011
H22 1.8090 -2.7651 4.8788  0.010
H23 1.0435 -5.2118 1.6201  0.016
H24 0.6496 -4.0395 0.3445  -0.004
H25 -0.4942 -4.3272 1.6486  0.025
H26 0.8769 -0.5142 2.8307  -0.032
H27 -0.5801 -1.3810 2.3080  -0.022

Values from the calculation:
Frontier orbital gap   5.785 eV
HOMO   -0.9 eV
Charge   -2
ΔE to the lowest compared entry with this formula, charge and spin   0.0 kcal per mole
Electronic energy   -64539.8312 eV